No. 1
C24H43CrIP2 | wB97M-V/def2-TZVPD

Each line ends with the Mulliken charge.
Positions of all 71 atoms, in Å:
I -1.307 2.379 2.583  -0.1512
Cr -0.125 -0.029 2.024  -0.9014
P -1.240 0.134 -0.101  0.8562
P 1.595 1.357 0.915  1.1741
C 0.461 -0.401 4.118  0.6384
C -2.018 -0.600 4.803  -1.6385
C 1.052 -0.010 -4.148  -0.1668
C -3.020 0.552 -0.014  -1.1904
C -1.003 -1.417 -1.016  -0.5274
C -1.928 0.845 -3.818  0.0905
C 1.354 -1.110 3.244  0.4993
C 2.929 0.419 0.117  -1.3912
C -0.407 1.444 -1.082  0.7020
C -1.278 1.800 -4.772  -1.2371
C 1.055 1.283 -3.795  -0.5206
C -0.862 -0.899 3.911  0.7811
C 0.311 -0.537 -5.342  -0.9723
C 2.845 -1.074 3.349  -1.5025
C 0.685 2.258 -0.370  -1.1241
C 0.863 0.474 5.255  -1.7839
C -1.877 -0.487 -3.989  -0.7533
C -1.953 -2.768 2.478  -1.6869
C 2.338 2.630 1.976  -1.2097
C 1.116 -3.085 1.568  -1.7422
C 0.566 -2.019 2.455  1.0165
C 0.122 2.322 -4.354  -0.4993
C -0.814 -1.882 2.867  0.5162
C -1.091 -1.159 -5.074  -0.9048
H 1.463 -3.946 2.156  0.2670
H -1.931 2.686 -4.852  0.4378
H 0.013 0.934 -1.956  -1.2867
H 3.202 -0.046 3.515  0.3490
H 2.919 2.160 2.774  0.3166
H -2.143 -3.499 3.278  0.3474
H -2.601 1.303 -3.080  0.6210
H -0.008 3.098 -3.571  0.2989
H 1.830 0.947 5.072  0.3989
H 3.185 -1.672 4.212  0.3461
H 1.538 3.222 2.440  0.3324
H 0.365 -3.451 0.864  0.4083
H -2.871 -2.180 2.343  0.3467
H -1.748 -3.312 1.556  0.3281
H 3.329 -1.478 2.456  0.3700
H 1.444 2.608 -1.083  0.6541
H 3.685 0.099 0.847  0.4053
H 0.550 2.833 -5.242  0.4421
H 0.032 -1.777 -0.923  0.1973
H 0.120 1.256 5.428  0.3330
H -0.956 -2.220 -4.784  0.3339
H -1.195 2.105 -1.467  0.7747
H 1.702 -0.738 -3.648  0.4398
H 1.975 -2.721 0.994  0.3863
H -2.969 -0.853 4.330  0.3942
H -1.683 -2.196 -0.653  0.4321
H -3.131 1.489 0.547  0.3689
H -1.941 -1.178 5.734  0.3354
H 0.226 3.140 0.096  0.4489
H -3.528 -0.239 0.546  0.3517
H 0.949 -0.115 6.178  0.3445
H -1.189 -1.249 -2.074  -0.5535
H 0.914 -1.349 -5.777  0.4177
H 2.529 -0.490 -0.360  0.2035
H -2.525 -1.148 -3.408  0.8095
H 1.820 1.659 -3.108  0.5344
H -1.631 -1.162 -6.038  0.3503
H -2.034 0.461 5.074  0.3257
H -1.222 1.389 -5.794  0.3179
H 0.224 0.219 -6.142  0.3168
H 3.411 1.039 -0.648  0.5292
H 2.983 3.292 1.387  0.4503
H -3.472 0.659 -1.004  0.4041

Output
HOMO (alpha / beta) = -11.06 / -11.28 eV
LUMO level (alpha / beta) = -2.8 / -2.9 eV
⟨S²⟩ = 3.86
Spin multiplicity = 4
DFT total energy = -80681.764 eV
Charge = +1
HOMO-LUMO gap (alpha / beta) = 0.3047 / 0.3098 Ha
Relative energy (zero: lowest compared OMol25 entry of this formula, charge and spin) = 0.0 kcal per mole



No. 2
C24H43IrN2P3Se | wB97M-V/def2-TZVPD

Each line ends with the Mulliken charge.
Positions of all 74 atoms, in Å:
Ir -0.460 -0.523 0.567  1.6251
Se 2.288 0.095 -4.037  0.3519
P -1.802 -1.060 2.494  0.9245
P 0.714 -2.474 0.142  0.7993
P -2.139 -1.124 -0.824  0.6747
N 2.368 0.073 3.716  0.0084
N 1.065 0.213 1.944  0.2433
C 2.505 2.284 -6.010  -0.3991
C 3.148 2.432 3.856  -1.1477
C -3.483 -0.330 2.443  -1.2712
C 2.234 3.582 -6.462  -0.5865
C 1.654 1.484 2.141  1.0735
C 1.728 -2.208 -1.357  -1.3720
C -3.266 -2.548 -0.453  -1.4045
C -1.260 1.543 0.477  -1.5150
C 1.140 4.087 -4.360  -0.6045
C 1.995 -3.126 1.290  -1.4023
C 1.484 -0.570 2.942  -1.3567
C -0.403 1.306 -0.655  -0.5988
C 2.076 1.865 -4.725  0.5762
C -3.441 0.115 -1.249  -1.5590
C -2.067 -2.850 2.798  -1.4116
C -1.319 -0.513 4.183  -1.4015
C 1.543 4.487 -5.643  -0.3919
C -0.209 -4.033 -0.209  -1.4240
C 2.496 1.372 3.254  0.4766
C 2.134 3.852 2.168  -1.1186
C 1.423 2.798 -3.905  0.2305
C -1.534 -1.509 -2.520  -1.2287
C 2.964 3.700 3.289  -0.4527
C 1.480 2.760 1.590  -0.5414
H -0.832 -4.300 0.659  0.3337
H -2.343 1.577 0.346  0.4479
H 0.630 1.669 -0.648  0.2605
H 0.603 4.781 -3.708  0.4044
H -1.101 -3.352 2.956  0.3071
H -0.836 -3.948 -1.107  0.3867
H -3.911 -2.725 -1.328  0.5494
H 2.759 -2.356 1.477  0.3767
H 1.097 -1.977 -2.228  0.1776
H 0.833 2.887 0.733  0.2774
H -2.672 -2.980 3.709  0.5472
H 1.316 5.497 -5.990  0.4315
H 3.766 2.234 4.729  0.4498
H -0.887 -0.701 -2.885  0.1467
H 2.481 -4.007 0.835  0.5805
H -4.086 -0.696 1.603  0.2860
H -0.460 -1.079 4.568  0.4118
H -2.162 -0.667 4.873  0.5551
H 1.533 -3.435 2.242  0.3651
H -0.982 -2.455 -2.558  0.3371
H 3.461 4.573 3.706  0.4350
H 0.521 -4.844 -0.371  0.5641
H -0.834 1.162 -1.651  0.6826
H -2.400 -1.591 -3.194  0.5756
H 3.041 1.589 -6.654  0.3994
H 2.413 -1.367 -1.180  0.4665
H -3.004 1.026 -1.673  0.4300
H -1.074 0.557 4.179  0.3821
H 1.200 -1.586 3.179  0.7743
H -0.897 2.138 1.319  0.2791
H 1.705 0.277 -2.633  -0.0155
H -2.720 -3.476 -0.256  0.3361
H 2.001 4.846 1.744  0.4274
H 2.853 -0.309 4.517  0.2681
H -3.391 0.762 2.373  0.3873
H -4.045 0.384 -0.374  0.3520
H -2.592 -3.330 1.964  0.3510
H 2.554 3.903 -7.458  0.4129
H -3.925 -2.343 0.400  0.4247
H 2.322 -3.110 -1.577  0.4826
H -4.003 -0.572 3.383  0.5512
H 1.127 2.486 -2.905  0.0706
H -4.115 -0.322 -2.001  0.5342

Output
HOMO (alpha / beta) = -12.28 / -16.39 eV
LUMO level (alpha / beta) = -7.5 / -11.7 eV
⟨S²⟩ = 6.05
Spin multiplicity = 5
DFT total energy = -124590.409 eV
Charge = +3
HOMO-LUMO gap (alpha / beta) = 0.1758 / 0.1732 Ha



No. 3
C24H43IrNP2 | wB97M-V/def2-TZVPD

Each line ends with the Mulliken charge.
Positions of all 71 atoms, in Å:
Ir 0.038 -0.263 1.711  0.5106
P 0.184 1.317 -4.664  0.7984
P 0.226 -1.749 -4.764  0.8575
N -0.493 -0.229 6.871  0.2059
C 0.490 -1.727 2.941  -1.3914
C -0.296 1.018 4.707  1.7758
C -1.407 0.360 -0.864  -0.1976
C 1.808 -2.518 -5.330  -1.3535
C -1.425 2.129 -5.068  -1.3731
C -1.316 -1.231 7.500  -0.7914
C -0.426 2.129 5.553  -0.7612
C -0.339 3.444 5.090  -0.9160
C 0.751 -0.025 7.589  -0.9590
C -0.406 -0.317 5.403  -0.8071
C 0.839 1.050 0.286  -0.0617
C 1.276 2.765 -4.982  -1.3057
C -0.817 -1.738 0.401  -0.1733
C 0.589 -1.755 0.150  -0.7075
C -1.798 -1.095 -0.549  -0.8409
C -0.157 3.643 3.731  -1.2878
C -0.129 1.210 3.298  -0.0345
C -0.120 -0.877 -6.392  -1.0691
C -0.606 1.051 0.214  -0.7099
C 1.315 -1.099 -0.996  0.0466
C -0.870 -3.190 -5.098  -1.2686
C -0.053 2.538 2.872  -0.0541
C 0.416 0.550 -6.364  -1.0747
C 1.711 0.365 -0.733  -0.9207
H -1.915 -2.860 -5.049  0.3858
H -2.797 -1.124 -0.088  0.3773
H 2.317 2.422 -5.033  0.3979
H 1.178 3.468 -4.146  0.4081
H 0.458 -0.953 5.143  0.4268
H -1.358 2.638 -6.040  0.4605
H 2.243 -1.668 -1.159  0.6994
H 1.675 -2.969 -6.323  0.4375
H -0.598 1.966 6.619  0.4042
H 1.389 -1.384 3.474  0.3853
H -1.137 1.898 0.658  0.4264
H 1.381 -0.936 7.615  0.3668
H -1.209 -0.885 -6.542  0.4774
H -2.329 0.939 -0.989  0.6842
H 2.742 0.380 -0.352  0.4137
H -1.329 -0.820 5.079  0.5090
H -2.275 -1.282 6.978  0.3693
H 1.736 0.935 -1.672  0.2233
H 0.507 0.228 8.633  0.3957
H 0.746 -1.188 -1.932  -0.7781
H 2.103 -3.291 -4.611  0.4035
H -1.659 2.858 -4.284  0.4036
H 1.003 3.263 -5.923  0.4104
H 1.324 0.798 7.153  0.3968
H -0.102 4.654 3.320  0.4147
H -0.865 0.414 -1.814  -0.5738
H 0.086 2.767 1.821  0.3283
H -1.484 -0.952 8.548  0.3795
H -0.842 -2.229 7.484  0.3475
H -0.096 1.182 -7.103  0.5341
H 1.492 0.569 -6.588  0.4762
H 1.326 1.913 0.743  0.4691
H -1.207 -2.575 0.997  0.4942
H -0.701 -3.944 -4.320  0.4107
H 0.341 -1.460 -7.202  0.5344
H -0.375 -1.829 3.614  0.2459
H -0.410 4.271 5.798  0.3910
H -2.223 1.378 -5.100  0.3637
H 0.676 -2.687 2.445  0.4713
H 1.150 -2.603 0.571  0.4247
H -0.661 -3.620 -6.088  0.4014
H 2.599 -1.759 -5.373  0.3602
H -1.886 -1.679 -1.476  0.3062

Output
HOMO (alpha / beta) = -9.96 / -13.35 eV
LUMO level (alpha / beta) = -4.1 / -8.7 eV
⟨S²⟩ = 8.77
Spin multiplicity = 6
DFT total energy = -48468.859 eV
Charge = +2
HOMO-LUMO gap (alpha / beta) = 0.2167 / 0.1714 Ha
Relative energy (zero: lowest compared OMol25 entry of this formula, charge and spin) = 0.0 kcal per mole



In the order shown, the computed largest force on an atom values come out to 0.0461 0.0962 0.0730 Eh/bohr.